17
Properties=species:S:1:pos:R:3:forces:R:3 method="wB97M-V/def2-TZVPD" e_tot_ha=-806.52979 multiplicity=1 smiles="CC(Cl)=C(CO)CO"
C -0.5318 -1.8143 -1.2660 0.962 1.354 -0.930
C 0.4508 -1.1101 -0.3997 -0.384 1.909 2.218
Cl 2.0521 -1.7339 -0.5291 0.548 -0.186 -0.061
C 0.1735 -0.1020 0.4912 2.030 -0.638 -1.787
C -1.1781 0.4683 0.4836 -0.989 -0.298 0.781
O -1.4277 1.1673 -0.6989 0.150 1.569 -0.687
C 1.1986 0.8142 1.1859 1.867 -4.157 0.745
O 1.1059 2.1234 0.8588 -0.598 1.841 -3.401
H 0.0261 -2.0052 -2.2107 -0.875 -0.102 0.440
H -0.8051 -2.7062 -0.7858 -0.434 -1.541 0.345
H -1.4071 -1.1868 -1.4215 0.093 -0.150 -0.283
H -1.9042 -0.3318 0.3988 -0.383 -0.071 1.086
H -1.2788 1.1761 1.3494 -0.414 -1.016 -0.415
H -0.9826 2.0012 -0.5141 -0.178 0.355 -0.697
H 1.0240 0.7058 2.2606 0.224 0.181 0.038
H 2.2685 0.4539 0.9477 -1.523 0.162 0.591
H 1.2159 2.0802 -0.1502 -0.094 0.790 2.017



73
Properties=species:S:1:pos:R:3:forces:R:3 method="wB97M-V/def2-TZVPD" e_tot_ha=-3584.87628 total_charge=-1 multiplicity=1
C 5.6528 1.9087 1.3102 -0.616 -0.554 -0.678
C 4.7861 0.5929 0.7501 -0.077 1.606 -0.656
C 4.5855 0.8882 -0.8803 0.156 -0.432 0.911
C 3.4426 -0.1125 -1.5648 0.834 1.335 0.036
C 1.9950 0.6183 -1.3171 -0.681 -0.091 -1.069
C 0.8316 -0.3434 -0.6758 -0.515 0.902 0.468
C 1.3102 -1.2616 0.5952 -0.076 -0.773 0.077
C 0.6046 -0.8354 2.0384 1.299 0.003 0.260
C 0.1970 -2.1268 2.9731 -0.498 0.281 0.696
C -1.1536 -2.9251 2.4878 -0.441 -0.968 -0.545
C -2.1713 -2.0539 1.5436 0.253 0.093 0.753
C -3.6732 -2.6896 1.3663 -0.285 0.328 -1.364
C -4.3917 -1.8141 0.1359 0.634 -0.030 0.694
C -5.0439 -0.4054 0.7264 -1.348 -1.536 0.253
Ga -4.6970 1.2516 -0.4597 1.196 0.198 0.525
C -3.0737 1.0179 -1.7777 -0.327 -0.051 -0.766
C -4.3190 3.0062 0.6115 1.511 0.939 0.767
C -2.6955 3.3953 0.5146 -0.461 0.830 -0.587
C -2.3734 4.8519 1.2277 -0.004 0.062 -1.034
N -1.8579 4.7461 2.6478 0.503 0.833 -0.899
P -6.6009 1.4643 -1.8789 0.976 -0.020 -0.057
S -7.0135 -0.3381 -2.5669 -0.537 -0.638 -0.289
H 5.9892 1.7740 2.4242 -0.515 0.342 -2.217
H 6.5658 2.0727 0.5653 -1.799 -0.297 1.849
H 4.9322 2.8390 1.2127 1.589 -1.803 0.318
H 3.7117 0.6382 1.2373 2.228 -0.369 -0.827
H 5.3324 -0.4206 0.9704 -1.162 1.945 -0.483
H 5.6371 0.8040 -1.3910 -1.936 0.010 0.866
H 4.2678 2.0327 -0.9484 0.507 -2.490 -0.086
H 3.5259 -1.2043 -1.1437 -0.220 2.328 -0.735
H 3.7049 -0.1668 -2.7178 -0.759 0.050 2.312
H 1.6083 0.9605 -2.3928 0.699 -0.639 2.360
H 2.0858 1.6340 -0.6985 0.005 -2.399 -1.108
H -0.0139 0.3899 -0.2625 1.722 -1.594 -1.005
H 0.2962 -0.9888 -1.5102 1.329 1.241 1.722
H 1.0580 -2.3911 0.3021 0.433 2.356 0.913
H 2.4805 -1.2462 0.7950 -2.460 0.070 -0.710
H 1.4550 -0.2546 2.6427 -1.848 -1.140 -1.204
H -0.2580 -0.0530 1.8832 1.511 -1.839 0.302
H 1.0986 -2.8959 3.0733 -1.816 1.742 -0.379
H -0.0085 -1.7266 4.0771 0.473 -0.739 -2.348
H -0.8311 -3.8896 1.8628 -0.657 2.034 1.273
H -1.7829 -3.3611 3.4026 1.525 1.078 -1.765
H -2.2986 -0.9881 2.0523 0.197 -2.122 -1.226
H -1.6350 -1.9103 0.4916 -1.356 -0.220 2.169
H -4.3488 -2.6149 2.3443 1.666 -0.137 -2.012
H -3.6778 -3.8105 0.9790 0.395 2.130 1.071
H -3.5140 -1.5823 -0.6375 -1.992 -0.509 1.562
H -5.1814 -2.4952 -0.4162 1.462 1.604 1.141
H -4.7708 -0.2275 1.8623 -0.292 -0.475 -2.191
H -6.2236 -0.5866 0.7136 2.364 0.400 0.160
H -2.0994 1.1344 -1.1378 -1.645 -0.329 -1.554
H -3.1598 1.8299 -2.6478 0.512 -1.691 1.861
H -3.2091 -0.0424 -2.2571 0.680 1.960 0.793
H -4.5246 2.8285 1.7592 0.105 0.682 -2.160
H -4.8825 3.9489 0.1884 0.881 -1.718 1.074
H -2.0109 2.5472 0.9412 -1.250 1.586 -0.589
H -2.3894 3.5290 -0.6310 -0.715 -0.395 2.422
H -1.5839 5.4311 0.5656 -1.499 -1.025 1.040
H -3.3517 5.4952 1.2366 1.770 -1.292 -0.008
H -0.8768 4.3945 2.5713 -1.093 0.420 0.243
H -1.7877 5.7292 3.0185 0.023 -1.403 -0.449
H -7.7251 2.0826 -1.2168 0.355 0.246 -0.820
H -6.1194 2.2329 -3.0302 -0.945 0.194 0.929
C 5.8517 -3.2263 -3.9536 0.135 0.112 -0.196
C 5.8032 -3.4241 -2.4526 -0.255 -0.114 -0.238
O 4.4922 -3.1668 -1.9716 -0.240 -0.269 0.053
H 5.5591 -2.2044 -4.2166 0.096 -0.110 0.101
H 6.8570 -3.4164 -4.3398 -0.089 -0.007 -0.049
H 5.1481 -3.8982 -4.4558 0.127 -0.038 0.036
H 6.4914 -2.7357 -1.9533 -0.240 -0.047 0.059
H 6.0819 -4.4472 -2.1825 0.230 0.001 -0.030
H 3.8900 -3.7887 -2.4148 0.266 0.360 0.265